No. 1
{"formula": "C8H10O5STi", "method": "ωB97M-V with the def2-TZVPD basis set", "lumo_ev": [-15.0, -14.8], "s2": 0.76, "total_charge": 3, "spin_multiplicity": 2, "total_energy_ev": -52611.865, "orbital_gap_ha": [0.2569, 0.2725], "species": ["C", "H", "O", "H", "C", "O", "C", "S", "O", "C", "H", "O", "H", "H", "H", "H", "Ti", "C", "H", "O", "H", "H", "C", "C", "C"], "positions_angstrom": [[-0.009528, -0.195883, -2.343760], [0.822212, -3.370889, -0.071995], [3.237090, 1.764329, -0.952452], [0.808295, 1.724360, -3.029995], [-2.119266, 1.180674, -0.570691], [0.062341, -0.691833, 0.424407], [2.132055, 1.473598, -0.758426], [0.844893, -1.574764, 1.467818], [0.019950, 2.517610, 2.539546], [0.337931, -3.190576, 0.890684], [-1.265191, -1.695482, 2.621206], [-0.115960, 4.360754, -1.303183], [-0.184670, -0.411453, 3.280111], [0.157026, -2.128209, 3.652471], [-0.903564, -0.838367, -2.359976], [0.685923, -3.940842, 1.606958], [0.018105, 1.034655, -0.528237], [-0.077785, 1.187111, -2.666522], [0.913763, -0.776661, -2.490199], [-3.268632, 1.308770, -0.662651], [-1.033639, 1.648543, -2.952256], [-0.751317, -3.226947, 0.782456], [-0.236431, -1.436738, 2.898445], [-0.115322, 3.256193, -0.970164], [0.041721, 2.022050, 1.496405]], "atomic_forces_ev_per_a": [[-0.23, 1.31, -2.75], [0.05, 0.02, 0.13], [-5.59, -1.54, 1.01], [-0.14, -0.19, 0.15], [-7.84, 0.96, -0.44], [0.23, 2.25, -1.55], [7.21, 1.88, -1.03], [-0.91, -1.18, 0.76], [0.11, -2.24, -4.77], [0.21, -0.29, -0.18], [0.29, -0.06, -0.03], [-0.06, -4.86, 1.57], [0.12, -0.25, 0.02], [-0.07, 0.10, -0.02], [0.10, 0.42, 0.38], [0.01, 0.08, 0.01], [0.13, -1.58, 2.82], [-0.03, -2.59, -1.49], [-0.04, 0.42, 0.50], [5.94, -0.74, 0.50], [0.19, -0.15, 0.21], [0.19, 0.13, 0.17], [0.12, 0.14, 0.13], [0.06, 5.44, -1.86], [-0.08, 2.51, 5.77]]}

No. 2
{"formula": "C26H24AsN3O2PtS2", "method": "ωB97M-V with the def2-TZVPD basis set", "lumo_ev": -0.4, "relative_energy_kcal_mol": 0.4, "total_charge": 0, "spin_multiplicity": 1, "total_energy_ev": -121673.279, "orbital_gap_ha": 0.2441, "species": ["C", "C", "C", "C", "S", "H", "C", "C", "H", "C", "H", "C", "C", "C", "N", "C", "H", "H", "H", "C", "H", "H", "H", "As", "N", "C", "C", "C", "H", "N", "H", "Pt", "H", "H", "C", "S", "C", "C", "C", "O", "H", "C", "C", "H", "H", "C", "O", "C", "C", "H", "H", "H", "H", "H", "C", "C", "H", "H", "H"], "positions_angstrom": [[1.254709, -3.982550, -0.839946], [4.947450, -0.040792, -3.595194], [2.387616, 0.607325, 1.833906], [2.971105, 2.793906, 2.664654], [-1.574286, 3.078311, -0.553442], [0.781667, -5.405817, 0.696088], [3.908758, -0.431090, -1.462393], [1.982280, 2.545583, 0.486988], [2.389092, -0.466769, 1.970565], [0.560814, -3.383714, 1.373991], [1.476722, -4.735660, -1.584699], [-4.031746, 0.090963, -1.675650], [-6.001032, -1.277999, -1.151862], [2.705694, 0.075374, -1.946842], [-1.133299, 1.465250, 1.957577], [0.864114, -4.358412, 0.437732], [3.971911, -0.788893, -0.440583], [0.364630, -1.303432, 1.775504], [1.699490, 0.909140, -3.646719], [-4.185023, -1.466413, 0.413225], [3.277104, 0.969334, 3.750494], [5.955666, -0.885077, -1.897352], [5.819646, -0.088363, -4.234438], [1.074677, 0.200002, -0.857181], [-0.749979, 4.938567, 1.120064], [1.358253, -2.641055, -1.170084], [0.656369, -2.040866, 1.036246], [-4.926966, -2.438655, 1.094540], [2.601781, 4.422203, 1.312254], [-0.974316, 2.869214, 2.044701], [-0.219521, 1.029731, 2.102524], [-1.953846, 0.823578, 0.173035], [1.669006, -2.364507, -2.170842], [-1.782163, 1.155373, 2.677527], [3.753942, 0.462374, -4.085393], [-2.611686, -1.119326, 1.137154], [-6.180705, -2.819766, 0.662907], [2.635313, 0.520063, -3.260948], [-1.078075, 3.647426, 0.941795], [-4.661846, 0.598678, -2.579812], [-6.393899, -0.806989, -2.042299], [2.904813, 1.419040, 2.838896], [-4.723852, -0.885994, -0.743094], [-7.714735, -2.514567, -0.818376], [-0.861469, 5.566955, 0.344428], [1.901603, 1.161187, 0.651499], [-2.733714, 0.288272, -1.561657], [2.524818, 3.354255, 1.474209], [1.075043, -1.650584, -0.229756], [-4.501797, -2.887329, 1.983514], [-0.501931, 5.318502, 2.016420], [-6.729560, -3.573342, 1.213818], [3.688341, 0.807657, -5.108872], [0.225223, -3.663726, 2.364079], [5.024220, -0.488612, -2.280833], [-6.731305, -2.229141, -0.469483], [-0.466822, 3.206155, 2.850246], [3.390598, 3.421016, 3.440649], [1.621105, 2.994002, -0.433477]], "atomic_forces_ev_per_a": [[0.00, -0.01, 0.00], [0.00, 0.00, -0.01], [0.01, -0.05, 0.00], [0.01, 0.00, 0.01], [0.05, -0.25, 0.09], [0.00, -0.01, 0.00], [0.01, 0.01, 0.05], [-0.04, 0.01, -0.02], [-0.02, 0.02, 0.00], [0.00, -0.01, 0.00], [0.00, -0.01, -0.01], [0.06, -0.03, -0.02], [0.00, 0.05, -0.01], [-0.04, 0.08, 0.03], [0.11, 0.14, -0.05], [0.00, 0.01, 0.01], [0.00, 0.00, 0.00], [0.01, -0.01, -0.02], [0.01, 0.00, 0.00], [-0.03, 0.02, -0.01], [0.01, 0.00, 0.01], [0.01, 0.00, 0.00], [0.00, 0.00, 0.00], [0.19, -0.17, -0.15], [0.01, -0.06, -0.01], [0.07, 0.00, 0.03], [-0.11, 0.02, 0.03], [0.00, 0.04, -0.02], [0.00, 0.02, 0.00], [-0.13, 0.02, 0.07], [0.00, -0.02, -0.03], [-0.24, 0.41, 0.06], [-0.01, -0.01, 0.01], [-0.03, -0.02, 0.05], [0.01, -0.01, -0.01], [0.09, -0.14, -0.06], [-0.04, 0.02, -0.06], [-0.02, 0.01, -0.01], [0.08, 0.01, -0.01], [-0.02, -0.04, -0.05], [0.00, -0.01, 0.00], [0.00, 0.00, 0.01], [0.04, -0.02, 0.04], [-0.01, -0.01, 0.00], [-0.01, 0.00, 0.00], [-0.03, 0.00, -0.01], [-0.06, 0.07, 0.08], [-0.01, 0.02, 0.00], [0.03, 0.00, -0.07], [0.01, 0.00, 0.02], [-0.02, 0.00, 0.01], [-0.01, 0.00, 0.00], [0.00, 0.00, -0.01], [0.00, 0.00, 0.01], [0.01, 0.00, 0.00], [0.00, -0.05, 0.07], [0.05, -0.04, -0.06], [0.01, 0.01, 0.01], [-0.01, -0.01, 0.01]]}

No. 3
{"formula": "C5H7NS2", "method": "ωB97M-V with the def2-TZVPD basis set", "lumo_ev": 0.7, "relative_energy_kcal_mol": 27.3, "total_charge": 0, "spin_multiplicity": 1, "total_energy_ev": -28457.682, "orbital_gap_ha": 0.3436, "species": ["C", "C", "S", "H", "H", "H", "H", "N", "S", "C", "H", "C", "C", "H", "H"], "positions_angstrom": [[0.558401, 0.118672, -0.978468], [-0.743725, 1.058626, 0.460068], [-1.981227, -1.273850, -0.573956], [-1.617171, 1.480480, -0.038673], [-0.922760, 1.249891, 1.529456], [0.601386, 2.467968, -0.660828], [0.370589, 0.233446, -2.047502], [1.453796, -1.613226, 0.755635], [2.005146, -1.006204, -0.690003], [-0.519129, -0.402669, 0.052338], [1.401780, 1.466481, 0.491411], [0.578353, 1.439317, -0.227477], [0.273096, -1.231178, 1.015190], [-1.302213, -2.336614, -1.026600], [-0.156320, -1.651146, 1.939412]], "atomic_forces_ev_per_a": [[0.86, -0.60, 0.03], [-0.77, 0.19, 0.69], [0.08, 0.03, 0.19], [0.07, -0.08, -0.28], [0.46, -0.06, -0.23], [-0.10, -1.10, -0.46], [-0.42, -0.49, 0.22], [-0.29, 0.21, 0.10], [0.22, 0.72, -1.22], [0.24, 0.27, -1.23], [-0.04, -0.21, 0.07], [0.28, 1.62, 1.34], [-0.38, -0.88, 1.23], [-0.02, -0.07, -0.01], [-0.18, 0.45, -0.44]]}

No. 4
{"formula": "C37H37CoN5O5S2", "method": "ωB97M-V with the def2-TZVPD basis set", "lumo_ev": [4.0, 4.0], "relative_energy_kcal_mol": 14.0, "s2": 3.76, "total_charge": -2, "spin_multiplicity": 4, "total_energy_ev": -115959.932, "orbital_gap_ha": [0.1933, 0.1960], "species": ["C", "H", "H", "O", "H", "H", "C", "N", "C", "C", "C", "C", "C", "H", "C", "H", "S", "H", "C", "S", "N", "H", "Co", "C", "C", "C", "C", "H", "C", "H", "H", "C", "N", "C", "H", "H", "C", "C", "H", "H", "O", "C", "H", "H", "O", "H", "C", "H", "C", "C", "H", "H", "H", "H", "O", "C", "C", "H", "H", "H", "C", "C", "H", "C", "H", "H", "H", "O", "H", "C", "C", "C", "H", "N", "C", "C", "C", "N", "H", "H", "H", "H", "C", "H", "C", "C", "C"], "positions_angstrom": [[2.903282, 1.116941, -0.229950], [-6.270602, 0.709866, -2.797984], [1.101883, -2.225839, 0.102172], [2.087176, -0.949084, 0.618454], [-2.474744, -0.259663, 4.877562], [4.550198, -4.687953, -3.449616], [-1.133560, 1.292771, 3.089050], [-1.370845, 4.855594, -0.441425], [-1.391483, -0.222214, 5.003762], [1.492235, 8.793925, 0.805542], [-4.648198, 1.905756, -2.044335], [-3.165898, -5.097049, -0.298734], [3.612797, 2.718167, -1.859443], [2.810233, -3.441864, -2.158083], [-2.930341, 0.788797, -0.707505], [-1.151271, 0.569641, 5.716212], [-0.208654, -1.283751, -2.172064], [-4.073743, -4.618847, -0.643935], [0.470135, -4.185194, 0.364820], [0.956699, 2.066390, -2.009787], [-1.765041, 3.521216, -0.550805], [0.083507, -6.727186, 0.983472], [-0.454998, 2.151967, 0.209848], [-0.691057, 0.003006, 3.662534], [-4.854027, -0.431335, -1.622702], [0.352567, 6.281117, 0.391690], [3.623308, -5.177626, -3.148725], [1.367432, -5.284415, -1.490971], [-3.689112, -0.403859, -0.890746], [3.353681, -5.894949, -3.929710], [-5.390257, -1.368542, -1.739359], [-0.228099, 4.901187, 0.206914], [-1.429323, 2.237440, 2.506185], [-5.355868, 0.729586, -2.218735], [-0.656012, -2.050406, 3.016576], [-1.984229, -3.315385, -0.510531], [-2.846328, 3.296798, -1.175909], [-2.009628, -7.033619, 0.538052], [2.209347, 5.477180, 1.029207], [1.176737, -0.895328, 4.239605], [0.440148, 3.942495, 0.682610], [1.880196, 0.283955, 0.506039], [3.829809, -5.742545, -2.236146], [1.929402, 9.770296, 0.982538], [0.926098, 0.900492, 1.058792], [-0.392417, 9.580181, 0.138132], [1.216688, -4.836716, -2.475069], [-2.015207, -8.073007, 0.842971], [1.658948, 6.391167, 0.846424], [2.558540, 1.960390, -1.310754], [3.370367, 3.373488, -2.687835], [-3.363621, 4.152782, -1.619129], [3.252698, 7.718384, 1.397858], [-1.057304, -1.175923, 5.418068], [-1.849954, 0.749158, -0.021223], [-0.822697, -4.967751, 0.211687], [2.508757, -4.163631, -2.921591], [5.675899, 3.285422, -1.820484], [-0.660306, -0.871835, 1.678823], [0.957231, -5.655505, -3.151599], [0.831282, 0.056902, 3.829402], [-0.836784, -6.293538, 0.612241], [1.299749, 0.222810, 2.859381], [-3.174221, -6.432679, 0.077884], [-5.017322, 2.823557, -2.495329], [-0.247799, -3.644145, -3.354224], [2.316441, -3.587676, -3.830737], [1.301618, -4.548981, 1.175193], [1.123472, 0.862676, 4.506538], [0.140205, -2.785810, -1.649345], [-3.463649, 1.977147, -1.311384], [-1.987326, -4.364153, -0.234365], [-2.151662, -1.187562, 2.575114], [0.070764, -3.927659, -2.436337], [5.224055, 1.823699, -0.308263], [-0.378941, 7.434325, 0.130393], [-1.066346, -1.101349, 2.662416], [0.576419, -3.020490, -0.352797], [-4.092839, -7.004708, 0.019273], [6.235271, 1.767721, 0.078181], [-1.391633, 7.323145, -0.234186], [-3.287218, -1.302000, -0.435835], [0.185959, 8.685626, 0.340797], [4.423286, 0.379160, 1.064940], [4.209624, 1.053977, 0.242838], [2.228748, 7.643310, 1.050579], [4.907675, 2.662160, -1.373086]], "atomic_forces_ev_per_a": [[-0.10, 0.04, -0.03], [0.00, 0.00, -0.01], [0.00, -0.20, -0.16], [-0.05, 0.28, 0.02], [0.00, 0.00, 0.00], [0.00, 0.00, 0.00], [0.18, -0.31, -0.33], [-0.06, -0.44, -0.08], [0.00, 0.00, 0.05], [-0.04, 0.00, 0.02], [-0.09, -0.01, -0.07], [0.12, 0.09, 0.00], [-0.07, 0.00, -0.02], [-0.02, 0.03, -0.03], [-0.05, 0.08, -0.04], [0.01, -0.01, 0.00], [-0.10, -0.03, -0.11], [-0.01, 0.00, 0.01], [-0.52, -0.25, 0.12], [-0.12, 0.08, 0.32], [0.06, 0.58, 0.07], [-0.02, -0.01, 0.01], [0.87, -0.25, -0.53], [0.01, 0.09, -0.10], [-0.01, 0.00, 0.01], [-0.12, -0.20, -0.03], [-0.01, 0.00, 0.01], [-0.02, -0.07, -0.07], [0.02, 0.06, -0.04], [0.00, 0.01, 0.01], [0.02, -0.02, 0.00], [0.13, 0.57, -0.07], [-0.16, 0.19, 0.38], [0.03, 0.02, 0.03], [0.01, -0.01, 0.01], [-0.02, -0.06, -0.01], [-0.36, -0.28, -0.11], [0.09, 0.07, -0.01], [0.00, 0.01, 0.01], [-0.03, -0.01, 0.04], [-0.09, -0.16, 0.26], [0.24, -0.24, -0.29], [-0.01, 0.01, 0.00], [0.01, 0.00, -0.04], [-0.27, -0.04, -0.28], [-0.01, 0.00, 0.01], [-0.02, 0.01, 0.00], [-0.01, -0.01, 0.00], [0.16, 0.13, 0.06], [0.11, -0.05, 0.08], [0.01, 0.01, 0.01], [-0.06, -0.06, 0.02], [0.00, 0.00, 0.02], [-0.01, 0.01, 0.01], [-0.18, -0.06, 0.13], [0.44, 0.19, 0.01], [0.06, -0.01, 0.04], [-0.01, -0.01, -0.03], [0.02, -0.01, 0.00], [-0.02, 0.01, -0.03], [0.14, -0.05, 0.19], [-0.05, -0.23, -0.02], [-0.11, -0.09, 0.31], [-0.03, -0.05, 0.00], [-0.01, -0.01, 0.01], [0.05, -0.09, 0.00], [0.02, -0.02, -0.03], [-0.03, 0.13, 0.01], [-0.02, 0.00, 0.06], [0.04, -0.16, 0.31], [0.14, 0.15, -0.04], [-0.34, 0.08, 0.03], [0.00, -0.01, -0.01], [0.04, 0.18, -0.13], [-0.07, 0.01, -0.05], [-0.01, 0.13, 0.01], [-0.08, 0.03, -0.01], [0.46, 0.42, 0.18], [0.00, 0.00, 0.01], [0.00, 0.01, 0.01], [0.01, 0.02, 0.00], [-0.01, 0.00, 0.01], [-0.03, -0.07, -0.03], [-0.01, -0.02, -0.02], [0.03, -0.03, -0.02], [-0.02, -0.10, -0.03], [-0.03, -0.02, 0.03]]}